Record 1
{"formula": "C14H18BNO4P2S4", "method": "ωB97M-V/def2-TZVPD", "energy_ha": -3200.350945, "smiles": "CCB(O)c1cc([PH2]=S)cc2c1Sc1cc(P(O)(O)=S)cc(S)c1N2.O", "homo_energy_ev": -8.473, "e_lumo_ev": -0.4, "largest_force_ev_per_a": 3.181, "multiplicity": 1, "homo_lumo_gap_ev": 8.075, "elements": ["H", "H", "H", "N", "C", "C", "H", "H", "C", "H", "C", "H", "B", "S", "H", "C", "O", "H", "H", "H", "C", "H", "O", "H", "H", "S", "H", "C", "C", "H", "C", "S", "O", "H", "P", "S", "H", "C", "C", "C", "C", "P", "C", "O"], "positions_angstrom": [[2.521317, -3.776238, -1.076632], [0.152847, 5.017822, -0.485618], [-6.135457, -2.573237, 0.513081], [-2.113209, 0.994488, -1.708341], [0.239083, 3.931441, -0.747504], [-2.194948, -0.242075, -0.949083], [2.608099, 1.297270, -1.076920], [-2.501821, -3.662268, 1.254480], [-1.112158, -2.428192, -0.070796], [1.051216, -5.106386, -0.081151], [1.561885, -2.783701, 0.632382], [-2.456812, 5.326907, -1.129461], [0.173628, -3.385486, 0.028849], [0.459406, -0.652006, -1.716324], [2.444633, 3.741434, 1.748909], [-3.521175, -1.819498, 0.552549], [3.399457, -2.188499, 2.796313], [3.403972, -1.233153, 2.927320], [-5.039619, -2.916793, 2.570733], [2.950030, -2.038142, -1.018151], [-3.420293, -0.586001, -0.256924], [1.380353, -1.726735, 0.950222], [2.721573, 5.886963, -0.651186], [-2.036888, 0.733168, -2.703118], [1.834905, -3.371768, 1.556401], [-2.624107, 3.959849, -1.057698], [-4.311506, 0.087017, -0.327918], [2.790373, -2.938811, -0.364750], [0.432893, 1.145103, -1.360903], [3.471967, -2.546828, 3.688729], [1.650535, 1.877609, -1.053878], [4.710993, 3.690444, -1.104869], [3.258885, 4.114590, 1.359639], [3.748255, -3.188476, 0.169165], [3.065319, 4.296708, -0.299719], [-5.777885, -0.322105, 2.029258], [1.931274, 5.894549, -1.224325], [-0.985822, 3.191352, -1.066045], [1.572810, 3.297063, -0.739651], [-1.056306, -1.187725, -0.836811], [-0.916024, 1.755801, -1.387703], [-5.140023, -2.087075, 1.422046], [-2.376223, -2.743697, 0.630210], [0.184570, -4.734684, -0.334809]], "forces_ev_per_angstrom": [[0.67, 0.73, 0.64], [-0.03, -1.20, -0.23], [0.85, -0.59, 0.39], [1.20, -0.45, 0.05], [0.37, -1.56, -0.28], [-0.35, -2.59, 1.81], [-0.88, 0.91, 0.11], [0.40, 0.84, -0.74], [-1.92, 0.66, -0.22], [-0.55, 0.14, -0.29], [-0.16, -0.11, -0.21], [0.75, -1.00, 0.08], [1.19, -0.16, 0.36], [-0.66, 0.62, 0.62], [0.34, 0.33, -0.07], [2.28, -0.28, -1.37], [0.20, 0.13, 0.44], [0.02, -0.07, -0.08], [0.32, -0.45, -0.88], [-0.18, -0.79, 0.80], [1.12, -1.04, 0.19], [0.48, -0.83, -0.16], [-0.63, -1.96, 0.58], [-0.18, 0.23, 0.37], [-0.49, 0.63, -0.83], [0.09, -0.24, -0.09], [1.04, -0.61, 0.15], [-0.39, -0.29, -0.29], [-1.28, 1.17, 0.47], [0.04, 0.01, -0.08], [-1.38, 0.23, -0.08], [-0.62, 0.24, 0.02], [-1.37, 0.44, -1.77], [-1.01, 0.31, -0.53], [1.37, -0.40, 0.56], [-0.07, -0.37, 0.03], [0.40, 0.23, 0.18], [1.68, -0.38, -0.08], [-2.70, -0.59, -0.42], [-1.45, 0.77, 0.67], [2.42, 1.67, 0.77], [-0.25, 2.38, 0.03], [-0.55, 2.08, -1.16], [-0.14, 1.23, 0.56]]}

---

Record 2
{"formula": "C6H9N", "method": "ωB97M-V/def2-TZVPD", "energy_ha": -288.633969, "homo_energy_ev": -6.730, "e_lumo_ev": 1.0, "relative_energy_ev": 4.029, "largest_force_ev_per_a": 0.513, "multiplicity": 1, "homo_lumo_gap_ev": 7.718, "elements": ["H", "H", "H", "H", "C", "H", "H", "H", "C", "C", "C", "H", "C", "N", "C", "H"], "positions_angstrom": [[-3.021645, 1.466401, -1.209349], [-1.196996, 1.382415, -0.703873], [2.529310, 0.629138, 2.676146], [3.748863, 0.672104, 1.397271], [1.756446, 0.285579, 0.737099], [0.517884, -1.951813, -1.170726], [-0.086955, -0.395353, -1.789398], [-1.638965, -2.258660, 0.009313], [2.713139, 0.935118, 1.641149], [0.043878, -1.007361, -0.875827], [0.959926, -0.277802, 0.027668], [2.630323, 2.025729, 1.595233], [-1.330545, -1.304751, -0.396053], [-2.266676, -0.370138, -0.543020], [-2.152458, 0.915939, -0.879678], [-3.205523, -0.746545, -0.515952]], "forces_ev_per_angstrom": [[0.07, -0.18, 0.24], [-0.03, 0.06, -0.24], [0.01, 0.04, -0.14], [-0.23, -0.01, -0.04], [-0.28, -0.22, -0.18], [0.01, 0.17, 0.08], [0.11, -0.09, 0.09], [0.03, 0.12, -0.19], [0.01, 0.04, 0.05], [0.11, 0.03, -0.01], [0.33, 0.16, 0.23], [-0.03, -0.16, -0.02], [-0.01, 0.18, 0.20], [-0.17, -0.27, -0.41], [0.22, -0.07, 0.14], [-0.15, 0.18, 0.20]]}

---

Record 3
{"formula": "C36H102N6O12", "method": "ωB97M-V/def2-TZVPD", "energy_ha": -2664.050777, "smiles": "COC[C@H](C)N.COC[C@H](C)N.COC[C@H](C)N.COC[C@H](C)N.COC[C@H](C)N.COC[C@H](C)N.CCO.CCO.CCO.CCO.CCO.CCO", "homo_energy_ev": -8.611, "e_lumo_ev": 0.5, "relative_energy_ev": 0.647, "largest_force_ev_per_a": 2.332, "multiplicity": 1, "homo_lumo_gap_ev": 9.152, "elements": ["O", "O", "H", "H", "H", "H", "C", "H", "H", "H", "H", "C", "H", "O", "C", "H", "H", "H", "C", "H", "H", "H", "H", "H", "C", "C", "H", "C", "H", "N", "O", "H", "C", "H", "C", "C", "C", "H", "N", "C", "N", "N", "H", "H", "H", "H", "C", "H", "C", "N", "H", "H", "H", "H", "H", "H", "H", "C", "H", "H", "H", "H", "H", "O", "H", "H", "H", "H", "C", "H", "C", "O", "H", "C", "H", "H", "H", "H", "C", "H", "H", "C", "H", "H", "C", "H", "H", "H", "H", "H", "H", "H", "H", "H", "H", "H", "O", "C", "O", "H", "H", "H", "H", "H", "C", "O", "N", "H", "C", "C", "H", "H", "H", "H", "H", "C", "H", "H", "H", "H", "H", "C", "H", "C", "H", "C", "H", "H", "C", "O", "H", "H", "H", "C", "H", "H", "H", "C", "H", "H", "O", "C", "C", "H", "H", "H", "O", "H", "C", "H", "H", "H", "H", "H", "C", "H"], "positions_angstrom": [[-5.197289, 3.587374, 0.845382], [1.155344, -1.581473, -7.038805], [2.803426, -1.027154, -4.677651], [-0.071811, -3.141011, -2.737938], [-1.061290, 4.223266, -0.871391], [0.134456, 1.195685, -3.853081], [-2.095438, 4.574182, -0.916319], [-3.096016, -3.740368, -3.278301], [5.363935, 0.885249, -3.144992], [-1.175159, -0.793256, -1.054941], [-0.641310, -0.656649, -6.619699], [-0.500670, -1.082936, 6.002968], [1.767499, 1.780608, -0.713510], [-1.153927, -4.612902, -1.775248], [-2.560552, -2.113083, 5.780123], [-2.257420, -2.484083, -4.175398], [-2.479928, -0.401430, -2.077441], [1.172644, 0.645003, -5.604516], [0.162858, -1.190362, -6.098913], [0.148570, 1.897597, 1.184695], [1.401857, -2.202740, -8.941469], [-0.177592, -1.485240, -8.634965], [-2.513516, 1.054824, 3.457650], [3.404487, -1.833341, -1.841473], [0.781898, -0.237099, -5.093551], [-0.018191, -5.453204, -1.721114], [-2.122198, -3.044842, 6.151222], [-0.226620, -3.346565, 2.014406], [1.127103, 0.427002, 1.244761], [-2.246585, -1.934858, 2.085686], [-1.573190, -1.351412, 5.113798], [-0.288548, -2.107036, -5.697214], [0.801613, 1.270587, -0.768219], [2.075088, -0.150241, -3.354159], [-0.780017, -3.258404, -1.905505], [-2.446941, -4.284148, 2.763722], [-4.354795, 4.444385, 0.068081], [-3.386571, -2.361513, 5.117240], [6.066269, 2.364271, -0.539359], [0.602565, -2.131386, -8.209529], [-2.822668, 2.458815, 0.135920], [-1.633269, -0.936100, -1.951040], [0.915101, 0.306824, -1.263773], [8.476889, 0.553008, 0.564541], [-2.563137, 4.264200, 1.187860], [-4.776400, 4.440578, -0.940247], [3.478060, -3.165269, -0.275086], [-3.665915, 2.202472, 0.660401], [1.846579, -0.822658, -4.183780], [-0.295700, 0.377356, -4.271136], [-1.619816, 0.938630, 0.765116], [-2.070002, 5.657308, -0.786489], [-0.240273, -2.984697, -0.984225], [-4.289852, 1.111495, 3.619849], [1.138247, -0.982453, 3.857114], [-2.617200, -2.550611, -1.158117], [-6.999061, 4.597669, 0.384295], [1.971781, 5.179722, -0.251977], [2.260988, -0.619693, 6.048349], [-3.412736, 2.499179, 3.026839], [3.730844, 1.039207, 0.086281], [-1.816510, -1.651914, 2.968133], [1.415998, -0.118396, 7.315172], [7.270556, -0.174953, -1.005352], [1.680791, 5.094251, 0.794689], [0.141707, -1.979221, 5.981580], [-3.739276, -2.088110, -3.310431], [-6.036186, -0.378933, 1.923804], [4.406609, 1.374364, 0.874820], [-0.058104, 0.307556, 3.438636], [8.423747, -0.239458, -0.183205], [2.089844, 7.647395, -0.505019], [-0.352250, -6.479590, -1.848266], [-2.885728, -6.034576, 1.245473], [-7.066486, 3.493448, 1.689408], [-1.675184, 2.169962, 6.224459], [4.507003, -2.834952, -0.085354], [0.373269, 6.543931, -0.488350], [0.752481, 0.013510, 4.102464], [-1.778208, -1.362127, 1.384093], [1.592263, 0.672120, 3.862914], [-5.384397, -0.103129, 1.094373], [4.182105, 0.800487, 1.776398], [3.047569, 5.080074, -0.395611], [-3.319887, 2.172785, 5.173599], [-0.167907, 0.986073, 5.775433], [-2.975846, -7.120265, 1.254949], [0.111165, -3.086127, -7.991509], [-0.566604, -0.228601, -3.478615], [-2.332540, -5.728045, 0.350179], [-2.476420, 4.292930, -1.898595], [-4.377786, 0.097899, 1.461410], [-3.911729, -2.193040, 0.969219], [0.078592, 1.906982, -1.273059], [0.190678, -4.339740, 1.809535], [4.969727, 2.362174, -4.702033], [3.511258, -4.283270, -1.156203], [5.870516, 1.275271, 0.427311], [-0.901399, 0.300501, 0.617475], [0.057419, -3.048749, 3.024998], [-3.881708, -5.583335, 1.161470], [-3.452086, 1.307680, 5.836439], [8.478854, -1.217903, 0.303432], [2.897569, 3.548383, -2.814171], [2.727547, -2.065771, -1.009707], [-2.005265, 2.666609, 5.476979], [1.650453, 0.135484, 6.354841], [1.487230, 4.345073, -0.768452], [-6.394527, 4.209562, 1.213263], [-1.978575, -2.362263, -2.037288], [1.619604, -1.780854, -3.708099], [1.372652, 6.355037, -1.941989], [-2.991459, -1.575106, 6.630095], [3.069113, -3.364943, 0.722193], [0.701637, -5.144445, -2.483856], [-2.907478, 3.947583, 0.202802], [-0.823974, -0.952669, 7.041288], [9.287647, -0.147469, -0.839849], [-5.801003, 0.799883, 0.639999], [5.990714, -0.909973, 0.480096], [2.608119, -1.113491, -0.495707], [-1.739995, -3.314187, 1.822430], [1.825620, -2.431924, -1.491438], [1.397897, 6.471686, -0.851547], [-4.733730, -0.917539, -0.804692], [0.404595, 0.075616, 5.583557], [-6.314517, -1.441181, -0.342305], [-4.369518, 5.449298, 0.503695], [3.157196, 3.136968, -3.792573], [4.578719, 1.383017, -2.892303], [3.784295, -5.047922, -0.639392], [5.264404, -0.285664, -0.965689], [-3.525421, -4.088840, 2.733643], [0.372988, 0.957617, 0.665066], [3.149149, 3.961266, -4.505295], [6.882925, 2.109752, -1.097247], [-2.112534, -4.174901, 3.795587], [-3.360857, 1.674544, 3.743821], [5.324256, 2.237592, -1.229249], [-1.987325, -3.505343, 0.775893], [-4.793766, -2.414893, 0.610129], [-2.827471, -2.685232, -3.262914], [-5.329082, -1.218137, 0.070773], [-6.231007, 5.023314, 1.925867], [5.234953, 3.283537, -3.261932], [-3.093230, 2.227433, -0.822205], [-2.218162, -5.645291, 2.427387], [4.200469, 2.427270, 1.072442], [4.544763, 2.556110, -3.711920], [0.481564, -5.389376, -0.746006], [6.564737, 1.337450, 1.265453], [0.279017, -2.704597, 1.285552], [2.952116, 7.649169, -0.928643], [-4.104837, 2.877920, 5.452078], [6.067648, -0.092368, -0.251240], [2.411773, 2.393958, -4.075285]], "forces_ev_per_angstrom": [[0.18, 0.19, -0.03], [0.08, 0.31, -0.02], [-0.11, 0.19, -0.24], [-0.12, 0.08, -0.14], [-0.01, 0.02, 0.05], [-0.22, 0.05, 0.14], [0.67, -0.06, 0.54], [-0.05, 0.02, 0.13], [-0.04, -0.10, 0.14], [-0.53, 0.66, -0.05], [0.01, 0.08, 0.04], [1.12, -0.96, -0.41], [0.02, -0.03, -0.33], [-0.30, 0.03, -0.28], [-0.16, -0.28, 0.14], [0.00, 0.07, -0.01], [0.06, 0.26, 0.39], [0.37, -0.42, -0.54], [0.20, 0.08, -0.73], [0.59, 0.06, 0.12], [0.02, -0.36, 0.01], [0.07, 0.14, 0.07], [0.04, -0.14, 0.37], [-0.24, 0.16, -0.16], [-0.81, 0.35, 1.24], [-0.05, 0.25, 0.29], [-0.05, -0.08, 0.05], [0.33, -0.63, -0.70], [-0.20, -0.43, -0.12], [0.44, -0.65, -0.28], [-0.32, 0.74, 0.44], [0.05, 0.15, 0.56], [0.66, -0.42, 1.02], [-0.04, 0.20, -0.14], [0.70, 0.03, 0.56], [-0.28, -0.44, -0.58], [-0.22, -0.45, 0.96], [0.21, 0.12, -0.34], [0.47, -0.30, -0.12], [-0.33, 0.27, 0.21], [-0.97, 0.82, 0.13], [0.91, -1.21, -0.64], [0.03, 0.22, -0.45], [-0.12, 0.05, 0.02], [0.20, -0.06, -0.01], [0.42, 0.19, -0.26], [0.12, 0.69, 0.25], [0.31, -0.49, 0.05], [1.11, -0.51, 0.04], [0.05, -0.41, -0.09], [0.28, 0.37, -0.30], [-0.10, 0.03, -0.30], [0.10, 0.21, -0.08], [0.11, -0.13, -0.14], [-0.38, -0.12, -0.13], [0.00, -0.56, -0.12], [0.44, 0.10, -0.32], [-0.58, 0.13, -0.24], [0.01, 0.09, -0.11], [0.06, 0.08, 0.10], [0.11, 0.00, -0.12], [-0.36, 0.22, 0.00], [0.26, 0.27, 0.04], [-0.01, 0.14, 0.40], [0.41, 0.04, 0.12], [0.01, -0.08, 0.27], [0.00, 0.02, 0.15], [0.14, -0.06, 0.10], [0.32, 0.13, 0.52], [-0.18, -0.34, 0.09], [0.14, -0.32, -0.41], [-0.12, 0.29, 0.34], [0.01, 0.00, -0.21], [0.08, 0.08, -0.38], [0.37, -0.25, 0.13], [0.03, 0.10, 0.14], [-0.01, 0.10, -0.03], [0.00, 0.41, -0.11], [0.56, 0.05, -0.10], [-0.05, 0.27, 0.25], [-0.12, 0.25, 0.30], [-0.25, 0.04, -0.31], [0.07, -0.03, -0.01], [0.03, 0.07, 0.14], [1.06, -1.31, 0.53], [0.30, 0.17, -0.10], [0.01, 0.03, 0.02], [0.25, -0.21, -0.19], [0.05, 0.27, -0.43], [0.02, -0.07, 0.01], [-0.18, 0.16, 0.01], [-0.04, 0.06, 0.14], [-0.32, -0.06, 0.33], [-0.11, -0.11, -0.03], [-0.18, -0.08, 0.25], [-0.28, -0.27, -0.05], [-0.22, -0.19, 0.49], [-0.94, -0.55, -0.83], [0.47, -1.02, 0.53], [-0.07, 0.05, 0.03], [-0.02, -0.06, 0.19], [-0.36, -0.03, -0.14], [-0.02, 0.04, 0.18], [-0.20, -0.07, -0.03], [1.24, -0.09, -0.90], [-0.29, 0.61, -0.20], [-0.54, -0.56, 0.46], [0.09, -0.07, 0.01], [-0.95, 0.08, 0.37], [-1.70, 0.01, 0.51], [-0.62, 0.02, -0.21], [-0.14, 0.11, 0.00], [0.14, 0.13, 0.06], [-0.35, -0.43, -0.22], [0.07, -0.30, -0.09], [-0.37, -0.45, -0.88], [-0.30, 0.12, -0.05], [-0.01, 0.03, -0.01], [0.13, 0.09, 0.03], [0.29, 0.03, 0.13], [-0.25, -0.26, 0.40], [0.23, 0.90, 0.57], [-0.25, 0.06, 0.42], [0.32, -0.93, -0.25], [0.10, 0.18, 0.07], [-0.48, 0.44, -0.65], [-0.08, -0.13, 0.25], [-0.22, 0.16, -0.27], [0.07, 0.08, 0.40], [-0.35, -0.07, -0.48], [0.03, -0.05, -0.15], [-0.02, 0.26, -0.07], [-0.03, 0.12, 0.01], [-1.53, 1.68, -0.53], [-0.06, -0.03, -0.06], [0.15, 0.27, 0.21], [0.18, 0.18, -0.01], [-0.87, 0.59, -0.29], [-0.06, 0.17, 0.22], [-0.05, -0.44, 0.07], [0.08, 0.09, -0.11], [0.50, 0.08, -0.30], [0.22, -0.21, -0.32], [0.12, 0.09, -0.04], [-0.18, 0.18, -0.04], [0.27, -0.20, 0.01], [-0.04, 0.14, 0.23], [-0.13, -0.04, 0.11], [0.80, 0.20, -0.02], [0.01, 0.13, 0.02], [-0.08, 0.39, 0.07], [-0.12, 0.29, 0.17], [0.01, -0.10, -0.01], [0.14, 0.28, -0.35], [-0.08, -0.19, -0.05], [0.06, -0.03, -0.08]]}